(1)
{"formula": "C2H4OS3", "method": "wB97M-V/def2-TZVPD", "spin_multiplicity": 1, "homo_energy_ev": -8.588, "de_lowest_kj_mol": 216.2, "lumo_energy_ev": -2.2, "homo_lumo_gap_ev": 6.40, "species": ["C", "C", "O", "S", "S", "S", "H", "H", "H", "H"], "coordinates": [[0.738, 0.772, 0.622], [1.534, -0.112, -0.258], [-2.098, -1.775, 0.586], [0.601, 2.366, 0.203], [-2.962, 0.597, -0.888], [-3.234, -1.164, -0.086], [-0.041, 0.357, 1.311], [2.653, -0.007, -0.151], [1.421, 0.159, -1.412], [1.388, -1.192, 0.072]]}

***

(2)
{"formula": "C4H10O2", "method": "wB97M-V/def2-TZVPD", "spin_multiplicity": 1, "homo_energy_ev": -10.120, "smiles": "OCCCCO", "de_lowest_kj_mol": 113.8, "lumo_energy_ev": 0.9, "homo_lumo_gap_ev": 11.06, "species": ["O", "C", "C", "C", "C", "O", "H", "H", "H", "H", "H", "H", "H", "H", "H", "H"], "coordinates": [[-2.003, -1.836, 0.639], [-0.851, -1.010, 0.927], [-0.100, -0.906, -0.380], [1.076, 0.067, -0.434], [0.708, 1.506, -0.099], [0.157, 2.138, -1.241], [-2.328, -2.188, 1.470], [-1.252, -0.062, 1.294], [-0.265, -1.460, 1.733], [-0.809, -0.589, -1.141], [0.116, -1.917, -0.715], [1.411, 0.104, -1.466], [1.890, -0.309, 0.124], [1.580, 2.038, 0.247], [-0.031, 1.595, 0.677], [0.700, 2.830, -1.636]]}

***

(3)
{"formula": "C3H9N3O", "method": "wB97M-V/def2-TZVPD", "spin_multiplicity": 1, "homo_energy_ev": [-7.972, -7.194], "de_lowest_kj_mol": 386.2, "lumo_energy_ev": [0.1, 0.3], "homo_lumo_gap_ev": [8.12, 7.46], "species": ["C", "N", "C", "C", "N", "N", "O", "H", "H", "H", "H", "H", "H", "H", "H", "H"], "coordinates": [[0.230, 1.731, -0.367], [-1.428, -0.386, -0.719], [-0.173, -0.704, -0.403], [0.744, 0.360, -0.281], [0.263, -1.994, 0.032], [1.937, 0.128, 0.309], [-2.225, 0.706, 0.682], [-2.174, 0.031, 1.374], [-2.048, -1.194, -0.741], [0.179, -2.122, 1.039], [-0.236, -2.737, -0.441], [2.617, 0.870, 0.350], [2.258, -0.831, 0.324], [-0.513, 1.798, 0.492], [-0.448, 1.861, -1.210], [1.017, 2.481, -0.439]]}

***

(4)
{"formula": "C5H9NO", "method": "wB97M-V/def2-TZVPD", "spin_multiplicity": 1, "homo_energy_ev": -10.887, "smiles": "CC(C)(C#N)CO", "de_lowest_kj_mol": 109.5, "lumo_energy_ev": 0.6, "homo_lumo_gap_ev": 11.46, "species": ["C", "C", "C", "C", "N", "C", "O", "H", "H", "H", "H", "H", "H", "H", "H", "H"], "coordinates": [[1.198, -0.169, 0.881], [-0.207, -0.174, 0.262], [-0.304, -1.412, -0.637], [-1.152, -0.141, 1.395], [-1.802, 0.016, 2.340], [-0.500, 1.095, -0.568], [0.598, 1.344, -1.416], [1.935, -0.193, 0.074], [1.365, 0.708, 1.511], [1.315, -1.068, 1.495], [-0.227, -2.341, -0.064], [0.556, -1.357, -1.314], [-1.225, -1.435, -1.229], [-1.419, 0.918, -1.152], [-0.692, 1.940, 0.107], [0.561, 2.268, -1.685]]}

***

(5)
{"formula": "C57H94BBrCl3CoN10OSSi", "method": "wB97M-V/def2-TZVPD", "spin_multiplicity": 2, "homo_energy_ev": [-10.485, -10.485], "charge": 1, "lumo_energy_ev": [-2.2, -1.8], "homo_lumo_gap_ev": [8.28, 8.72], "species": ["Co", "C", "C", "C", "C", "C", "C", "C", "C", "C", "N", "N", "B", "N", "N", "C", "C", "C", "C", "C", "C", "C", "C", "C", "N", "N", "C", "C", "C", "C", "C", "C", "C", "C", "C", "H", "H", "H", "H", "H", "H", "H", "H", "H", "H", "H", "H", "H", "H", "H", "H", "H", "H", "H", "H", "H", "H", "H", "H", "H", "H", "H", "H", "H", "H", "H", "H", "H", "H", "H", "H", "H", "H", "H", "H", "H", "H", "H", "H", "H", "H", "N", "C", "C", "N", "H", "H", "H", "H", "H", "H", "H", "H", "C", "C", "C", "C", "Si", "Br", "C", "C", "C", "C", "C", "C", "C", "C", "H", "H", "H", "H", "H", "H", "H", "H", "H", "H", "H", "H", "H", "H", "H", "H", "H", "H", "H", "H", "H", "H", "H", "H", "H", "H", "H", "Cl", "C", "C", "C", "C", "C", "C", "N", "C", "C", "N", "C", "O", "C", "C", "C", "Cl", "S", "C", "C", "C", "Cl", "C", "H", "H", "H", "H", "H", "H", "H", "H", "H", "H", "H", "H", "H"], "coordinates": [[-0.566, -0.245, -0.392], [0.872, 2.509, -3.798], [1.900, 2.112, -2.728], [2.381, 0.669, -2.861], [1.337, 2.432, -1.373], [1.669, 3.614, -0.718], [0.867, 3.667, 0.407], [0.884, 4.752, 1.437], [2.204, 4.705, 2.212], [0.696, 6.122, 0.778], [0.101, 2.560, 0.397], [0.389, 1.792, -0.674], [-1.014, 2.195, 1.390], [-0.506, 0.999, 2.226], [0.021, -0.101, 1.653], [0.616, -0.814, 2.617], [0.450, -0.157, 3.834], [-0.261, 0.994, 3.552], [-0.743, 2.041, 4.505], [-2.248, 1.889, 4.732], [-0.006, 1.990, 5.840], [1.346, -2.111, 2.429], [0.371, -3.291, 2.445], [2.409, -2.327, 3.509], [-2.291, 1.861, 0.595], [-2.304, 0.877, -0.317], [-3.502, 0.866, -0.901], [-4.280, 1.886, -0.357], [-3.474, 2.509, 0.584], [-3.810, 3.703, 1.420], [-5.320, 3.858, 1.585], [-3.219, 4.970, 0.795], [-3.882, -0.074, -2.004], [-3.742, 0.642, -3.357], [-5.302, -0.612, -1.826], [1.238, 2.268, -4.794], [0.698, 3.582, -3.749], [-0.086, 2.016, -3.646], [2.760, 2.779, -2.871], [1.798, 0.030, -2.210], [3.416, 0.591, -2.543], [2.317, 0.340, -3.896], [2.397, 4.330, -1.035], [0.073, 4.602, 2.149], [3.043, 4.920, 1.556], [2.350, 3.720, 2.649], [2.193, 5.446, 3.008], [1.504, 6.337, 0.086], [0.679, 6.906, 1.532], [-0.241, 6.156, 0.228], [-1.246, 3.108, 2.092], [0.827, -0.478, 4.780], [-0.558, 3.019, 4.058], [-2.458, 0.949, 5.235], [-2.781, 1.906, 3.787], [-2.611, 2.704, 5.351], [-0.253, 1.082, 6.384], [-0.293, 2.839, 6.455], [1.067, 2.029, 5.681], [1.871, -2.072, 1.472], [-0.120, -3.336, 3.413], [0.909, -4.225, 2.293], [-0.396, -3.188, 1.682], [1.960, -2.544, 4.476], [3.029, -1.441, 3.605], [3.041, -3.170, 3.234], [-5.288, 2.127, -0.618], [-3.367, 3.569, 2.410], [-5.787, 4.122, 0.640], [-5.536, 4.650, 2.298], [-5.766, 2.938, 1.953], [-3.623, 5.125, -0.202], [-2.139, 4.891, 0.725], [-3.467, 5.832, 1.409], [-3.192, -0.923, -1.960], [-4.539, 1.372, -3.482], [-3.811, -0.069, -4.180], [-2.794, 1.173, -3.417], [-6.033, 0.190, -1.894], [-5.401, -1.091, -0.854], [-5.525, -1.342, -2.602], [-0.604, -0.647, -2.652], [0.155, -1.768, -3.215], [0.661, -2.696, -2.093], [0.834, -1.964, -0.842], [-1.560, -0.654, -2.979], [-0.188, 0.232, -2.943], [1.012, -1.396, -3.776], [-0.459, -2.350, -3.907], [1.586, -3.188, -2.417], [-0.082, -3.472, -1.920], [1.731, -1.486, -0.799], [0.780, -2.610, -0.064], [5.726, -0.096, 3.307], [6.566, 0.626, 2.248], [6.426, 2.124, 2.542], [8.025, 0.209, 2.437], [6.011, 0.233, 0.424], [3.747, 0.484, 0.557], [6.110, -1.640, -0.117], [7.535, -2.045, -0.491], [5.647, -2.532, 1.040], [5.186, -1.953, -1.299], [6.624, 1.525, -0.902], [6.532, 0.968, -2.324], [5.772, 2.796, -0.848], [8.086, 1.911, -0.671], [6.067, 0.196, 4.299], [5.817, -1.174, 3.236], [4.675, 0.173, 3.230], [6.689, 2.317, 3.581], [5.402, 2.460, 2.389], [7.084, 2.728, 1.924], [8.355, 0.462, 3.442], [8.685, 0.707, 1.732], [8.139, -0.865, 2.316], [8.218, -1.926, 0.347], [7.918, -1.464, -1.325], [7.550, -3.093, -0.786], [6.396, -2.578, 1.825], [5.487, -3.549, 0.685], [4.708, -2.179, 1.461], [5.475, -1.422, -2.198], [4.154, -1.707, -1.062], [5.234, -3.018, -1.520], [5.518, 0.664, -2.569], [7.198, 0.120, -2.458], [6.826, 1.730, -3.042], [4.732, 2.589, -1.093], [6.143, 3.523, -1.570], [5.805, 3.259, 0.133], [8.742, 1.046, -0.724], [8.230, 2.399, 0.287], [8.402, 2.612, -1.441], [2.310, -8.324, 0.924], [0.713, -7.697, 1.075], [0.325, -6.614, 0.302], [-0.958, -6.111, 0.428], [-1.879, -6.652, 1.316], [-3.282, -6.115, 1.536], [-3.821, -5.084, 0.499], [-3.297, -3.744, 0.601], [-3.667, -2.820, 1.536], [-2.932, -1.697, 1.286], [-2.133, -1.908, 0.201], [-2.392, -3.136, -0.192], [-3.498, -5.663, 2.860], [-2.448, -4.949, 3.502], [-2.312, -5.375, 4.931], [-1.206, -5.979, 5.453], [0.236, -6.357, 4.614], [-1.348, -6.299, 7.147], [-2.930, -5.620, 7.150], [-3.303, -5.175, 5.925], [-1.464, -7.752, 2.076], [-2.526, -8.494, 3.208], [-0.182, -8.272, 1.962], [1.019, -6.165, -0.391], [-1.233, -5.274, -0.186], [-3.966, -6.972, 1.434], [-4.900, -5.017, 0.676], [-3.652, -5.469, -0.509], [-4.420, -3.029, 2.267], [-2.930, -0.769, 1.822], [-2.002, -3.592, -1.078], [-2.661, -3.873, 3.478], [-1.505, -5.125, 2.984], [-3.486, -5.592, 8.067], [-4.250, -4.714, 5.711], [0.112, -9.110, 2.573]]}